(1)
{"formula": "C7H10F6N2O7RbS2", "method": "wB97M-V/def2-TZVPD", "multiplicity": 2, "homo_lumo_gap_ha": [0.328, 0.192], "homo_ev": [-9.33, -9.33], "charge": 0, "e_tot_ha": -2328.4640, "species": ["Rb", "S", "S", "F", "F", "F", "F", "F", "F", "O", "O", "O", "O", "O", "O", "O", "N", "N", "C", "C", "C", "C", "C", "C", "C", "H", "H", "H", "H", "H", "H", "H", "H", "H", "H"], "positions_angstrom": [[-0.453, 0.438, 0.804], [0.659, 3.860, -0.332], [-1.728, 3.722, -1.343], [2.507, 5.061, -1.996], [1.295, 3.369, -2.908], [-2.324, 1.417, -2.577], [2.959, 3.010, -1.372], [-3.438, 3.139, -3.228], [-3.950, 2.048, -1.448], [1.478, 3.266, 0.746], [-1.180, 4.314, -2.546], [2.325, -0.476, 1.174], [0.365, 5.258, -0.034], [-2.403, 4.712, -0.527], [-1.491, -2.010, 1.829], [4.306, -0.506, 1.866], [-1.518, -4.200, 1.688], [-0.712, 2.781, -0.641], [-0.633, -5.346, 1.361], [3.524, -0.295, 0.967], [-2.993, 2.497, -2.158], [4.049, 0.185, -0.418], [-0.891, -3.038, 1.747], [1.960, 3.838, -1.778], [-2.973, -4.413, 1.944], [4.819, -0.448, -0.860], [-3.133, -5.049, 2.815], [4.539, 1.156, -0.345], [3.209, 0.040, -1.097], [-1.033, -6.131, 2.003], [0.440, -5.151, 1.371], [-3.523, -4.880, 1.128], [0.203, -3.099, 1.638], [-0.852, -5.623, 0.330], [-3.411, -3.446, 2.194]], "lowdin_charge": [0.997, 0.702, 0.530, 0.135, 0.075, 0.107, 0.090, 0.146, 0.195, -0.371, -0.315, 0.005, -0.287, -0.290, -0.093, 0.320, -0.163, -0.456, -0.031, -0.662, -0.702, 0.051, -0.397, -0.519, -0.002, 0.085, 0.087, 0.091, 0.094, 0.087, 0.087, 0.090, 0.141, 0.086, 0.087]}

=====

(2)
{"formula": "C7H10F6NO", "method": "wB97M-V/def2-TZVPD", "relative_energy_ev": 0.000, "multiplicity": 1, "homo_lumo_gap_ha": 0.381, "homo_ev": -15.28, "charge": 1, "e_tot_ha": -1001.4812, "species": ["F", "F", "F", "F", "F", "F", "O", "N", "C", "C", "C", "C", "C", "C", "C", "H", "H", "H", "H", "H", "H", "H", "H", "H", "H"], "positions_angstrom": [[1.802, 1.415, -1.070], [3.377, 0.680, 0.876], [1.653, -0.585, -1.838], [-0.702, 1.475, 2.745], [4.228, -0.282, -1.043], [3.105, -1.422, 0.342], [-1.572, 0.609, 0.132], [-0.492, 0.016, 0.561], [0.122, -0.923, 1.407], [-1.418, 1.224, -1.116], [3.240, -0.214, -0.153], [-2.784, 1.233, -1.854], [-0.210, -2.419, 1.267], [1.826, 0.149, -0.740], [0.724, -0.193, 0.197], [-2.594, 1.148, -2.993], [-1.403, 2.059, 2.917], [-3.176, 0.220, -1.618], [0.362, -0.610, 2.469], [-1.149, -2.608, 1.838], [-0.690, 0.669, -1.700], [0.651, -2.834, 1.883], [-3.534, 1.917, -1.632], [-0.288, -2.929, 0.226], [-1.079, 2.206, -1.104]], "lowdin_charge": [0.204, 0.167, 0.180, -0.032, 0.221, 0.198, 0.064, 0.028, -0.131, -0.185, -0.516, -0.017, -0.016, -0.433, 0.138, 0.127, 0.115, 0.091, 0.171, 0.097, 0.121, 0.110, 0.054, 0.130, 0.114]}

=====

(3)
{"formula": "C7H10FN", "method": "wB97M-V/def2-TZVPD", "relative_energy_ev": 0.606, "multiplicity": 1, "homo_lumo_gap_ha": 0.386, "homo_ev": -9.58, "charge": 0, "smiles": "[H]/N=C1/C=CCC[C@]1(C)F", "e_tot_ha": -427.3003, "species": ["F", "N", "C", "C", "C", "C", "C", "C", "C", "H", "H", "H", "H", "H", "H", "H", "H", "H", "H"], "positions_angstrom": [[1.936, 1.051, -0.629], [2.091, -1.644, 0.163], [0.676, 1.236, 1.298], [-0.197, -1.821, -0.172], [1.031, -1.013, -0.096], [0.774, 0.532, -0.033], [-1.706, 0.196, -0.468], [-0.399, 0.916, -0.926], [-1.417, -1.312, -0.188], [-0.162, 0.520, -1.922], [0.263, 2.190, 1.094], [-2.412, 0.171, -1.235], [-2.327, -1.888, -0.028], [-2.201, 0.745, 0.391], [1.662, 1.455, 1.530], [0.210, 0.827, 2.197], [2.919, -1.149, 0.321], [-0.745, 1.928, -1.108], [0.002, -2.940, -0.187]], "lowdin_charge": [-0.014, 0.181, 0.010, -0.067, -0.290, -0.441, -0.156, -0.125, -0.064, 0.128, 0.077, 0.078, 0.101, 0.129, 0.063, 0.105, 0.038, 0.118, 0.130]}

=====

(4)
{"formula": "C7H10FNO2", "method": "wB97M-V/def2-TZVPD", "relative_energy_ev": 3.970, "multiplicity": 1, "homo_lumo_gap_ha": 0.399, "homo_ev": -10.77, "charge": 0, "smiles": "O=[N+]([O-])[C@@]1(F)C[C@@H]2CC[C@H]1C2", "e_tot_ha": -577.6941, "species": ["F", "O", "O", "N", "C", "C", "C", "C", "C", "C", "C", "H", "H", "H", "H", "H", "H", "H", "H", "H", "H"], "positions_angstrom": [[0.587, 0.740, 2.185], [1.079, -2.440, 1.156], [0.664, -1.507, 3.057], [0.791, -1.455, 1.850], [0.424, -0.207, 1.170], [-0.586, -0.922, -0.873], [-1.205, 1.222, -0.003], [-0.933, -0.180, 0.433], [-0.344, 1.353, -1.253], [1.395, -0.032, -0.161], [0.505, 0.012, -1.279], [-2.257, 1.340, -0.196], [1.055, -0.267, -2.128], [-1.411, -0.819, -1.550], [-1.171, 1.947, 0.786], [0.150, 2.409, -1.244], [-1.688, -0.598, 1.125], [-0.900, 1.445, -2.176], [-0.448, -1.961, -0.713], [2.154, 0.857, -0.004], [2.141, -0.937, -0.181]], "lowdin_charge": [0.049, 0.059, 0.114, -0.309, -0.285, -0.096, -0.154, -0.206, -0.110, -0.069, -0.313, 0.114, 0.134, 0.123, 0.113, 0.144, 0.167, 0.100, 0.112, 0.161, 0.150]}